The following is a quantum chemistry calculation of a structure of composition C27H68Ca3N4O13S in a non-equilibrium geometry, from OMol25.

```
116
Properties=species:S:1:pos:R:3:forces:R:3
H -1.09942 3.35068 -4.39487 0.182 -0.065 -0.323
C -1.34198 -2.70629 -4.59757 -1.765 -0.052 0.206
C 2.85058 2.31317 0.74452 0.648 -1.690 1.250
H -2.06332 -2.20508 -3.95214 -0.090 0.154 0.193
O -3.20727 -2.68871 0.86902 2.411 0.190 0.904
O 3.46161 -2.71057 -2.24284 0.024 0.404 -2.177
C -1.23679 4.43189 -4.40964 -0.243 -0.578 0.100
C 2.10204 -1.87796 2.48427 1.400 2.358 -0.175
H -1.71177 -2.54693 -5.61046 0.245 -0.393 -0.155
C 0.47672 6.47196 -2.04023 -1.741 1.986 -3.060
H -0.51092 0.26267 2.61987 -0.364 -0.153 -0.464
H -3.92079 0.40036 1.82740 -0.196 0.076 0.263
H 2.45565 1.34655 0.43181 0.103 0.039 -0.301
H -1.35337 -3.75726 -4.30872 0.190 -0.071 -0.363
H -0.59472 4.89726 -5.15749 -0.237 0.048 -0.078
H -0.51842 -2.27488 6.81410 -0.437 0.036 -0.230
Ca 0.09837 3.15670 -1.54221 -0.444 0.793 -0.335
H -0.05558 5.87335 -0.28237 -0.110 -0.093 0.599
H 4.29097 0.75975 4.95134 0.542 -1.051 -0.165
C 1.74407 -0.78844 -5.28445 -2.179 0.375 -1.982
H 2.80945 1.42202 4.93958 -1.111 -0.080 -0.229
O -1.63161 1.48523 -2.60115 1.798 1.257 1.220
H 0.59903 -1.95812 4.00560 0.355 1.536 0.223
C -4.00670 -1.58688 1.10409 -0.380 2.965 -0.706
H -1.27769 0.60415 -2.45965 0.697 -0.650 0.218
S 0.30831 -0.27642 -0.74971 2.263 -2.574 -1.291
C -3.18804 -0.38187 1.62917 -0.866 -0.351 -0.244
H 1.92278 0.13113 -5.84175 -0.027 0.306 -0.123
H 2.10737 -1.54067 -5.98464 0.036 -0.507 0.565
C -2.50088 -4.14736 4.33734 -1.108 -0.297 -1.156
H -0.24025 -0.03029 -4.60296 -0.075 -0.239 0.345
C 2.58433 -0.51055 3.02029 -0.117 -0.628 1.041
N 0.84509 -2.30873 3.09092 1.122 -1.392 -0.090
H 1.42782 -4.23964 2.55367 -0.309 -0.041 -0.514
H -3.40659 -3.63752 4.00894 0.013 0.073 -0.046
C 3.78632 -3.28088 -1.00862 1.344 0.128 1.272
C 3.83760 -0.85652 -3.95921 0.753 -1.605 1.158
H -1.25369 -0.65025 7.13134 -0.859 -0.281 -0.485
H 4.35839 -1.50144 -4.66700 -1.189 -0.152 -0.927
H 4.19877 -0.85624 -1.79187 -0.385 0.154 0.256
N 0.57945 5.51744 -0.98250 1.874 -0.324 0.033
C 1.05030 -3.70091 3.42278 -1.204 -2.745 -0.299
H 5.38946 -1.71206 -2.58317 -0.084 -1.021 -0.525
H -3.16731 -0.23400 -4.42119 0.350 -0.211 -0.595
O -0.87306 4.84347 -3.09732 0.507 -1.432 -0.064
H -1.87376 1.31363 3.19020 -0.077 0.131 -0.835
H -2.62590 -5.20542 4.10715 -0.429 -0.191 1.045
Ca -1.08523 -2.30736 1.74483 -0.283 -0.696 0.477
H -3.47144 2.21677 -3.06047 0.413 0.540 0.961
H 3.14386 0.26964 6.21958 0.105 -0.139 -0.168
H -3.51935 -0.63123 -1.91750 0.530 0.097 0.188
N -2.44240 -0.76977 2.84041 0.559 1.826 -1.061
H 2.06951 -1.79093 1.39823 -0.902 0.311 -0.289
H 1.57907 4.96019 1.52847 -0.811 -0.664 0.017
H 0.51363 7.48414 -1.63745 -0.271 0.195 -0.022
H -4.59597 -4.05739 1.37497 -0.586 0.227 -0.263
H 3.16424 4.89181 1.12906 0.542 -0.534 -0.588
O 1.60634 -0.95584 -0.88636 1.562 0.350 1.777
H -0.30396 0.86373 4.88176 1.210 -0.288 -0.450
O -0.81543 -1.17092 5.06664 -0.735 0.749 0.239
O -0.07180 -2.17210 -4.40664 1.099 1.354 -0.797
Ca 1.17967 -2.39655 -2.61462 0.720 0.082 0.334
C -2.99319 0.84200 -4.42092 -1.053 -1.058 0.529
H 0.36399 -0.78977 6.73008 0.407 -0.015 -0.252
H -1.15830 6.82410 -3.68853 0.765 0.107 -0.058
C 1.96472 5.69492 -0.45657 0.044 -2.559 2.258
H 2.12660 0.19412 -3.70902 0.169 0.050 0.799
H 3.48732 -0.19567 2.49726 0.525 -0.303 0.217
C -2.93974 1.27092 -2.95668 -2.455 0.882 -1.818
H 2.10955 6.64434 0.05892 0.269 0.385 -0.775
C -0.24062 -4.40542 3.96396 0.855 0.821 -0.505
C -3.90490 -3.82234 0.56549 -1.928 -2.412 -0.645
H -0.23664 -4.29467 5.04831 -0.192 -0.163 -0.007
H -4.40282 -1.25560 0.14418 -0.401 -0.029 -0.100
H -2.30500 4.56859 -4.57799 0.063 0.454 -0.224
H 4.26529 0.12102 -4.18190 0.402 0.015 0.789
H -3.90588 1.28118 -4.82367 0.223 -0.076 -0.502
O 2.74283 -0.65887 4.45418 -0.064 0.240 -1.572
H 3.67498 -2.50468 -0.25150 0.215 -0.034 0.281
H 3.90181 2.36211 0.46055 -0.018 0.473 -0.344
C 3.26405 0.45440 5.15210 0.205 1.001 0.379
H 2.96388 -2.54456 2.51519 -0.238 -0.536 1.159
O 0.36419 1.12986 -0.86377 0.980 3.298 1.110
H 2.79185 5.31763 -1.05791 -0.470 1.158 -1.409
H -2.10547 1.13332 -4.98234 -0.235 0.020 0.011
C 4.30923 -1.56880 -2.60927 -0.838 2.169 0.667
C -3.74889 0.43183 -1.99032 -1.151 0.361 0.007
C -1.44115 0.31316 3.18573 -1.115 -0.959 1.966
C -0.59947 -1.23812 6.48752 1.308 0.322 0.330
H -1.75391 0.68086 5.35941 -1.483 -0.691 -0.261
H 3.21156 -4.14912 -0.68626 -0.667 0.042 -0.727
H -2.32479 -3.86762 5.37601 0.318 -0.286 -0.110
H 2.82210 2.24742 1.83216 0.002 0.408 0.234
H -3.37914 -4.77210 0.46724 1.193 0.461 0.203
C -0.85950 6.22781 -2.82640 0.011 0.318 2.048
O -0.46043 -0.74023 0.34697 -0.758 -0.137 3.143
O -1.44900 -3.78978 3.44434 1.330 0.186 0.599
H 1.83135 -3.95803 4.13828 0.158 0.720 0.400
O 2.00293 3.27811 0.24634 -1.141 3.046 -1.111
N 2.35551 -0.74578 -3.99935 0.947 -0.595 0.625
H -4.86536 -1.69147 1.76730 0.112 -0.917 0.227
H 4.80667 -3.66381 -1.02686 0.169 0.206 0.088
C 2.19549 4.69788 0.66862 -0.114 -0.417 1.442
H -4.37101 -3.72535 -0.41503 -0.619 0.180 0.155
H -4.80464 0.45496 -2.26045 -0.069 -0.140 -0.856
H -3.90877 0.94710 -1.04321 0.941 -0.217 0.488
H -0.23226 -5.45602 3.67367 0.006 -0.077 0.277
C -1.10935 0.16837 4.64527 1.196 0.399 1.658
H -1.65122 6.36133 -2.08921 -0.337 0.353 0.011
H 1.88844 0.29176 2.77509 -0.597 0.123 0.269
C 0.17968 -0.89750 -5.11256 1.442 -1.346 -0.624
O -0.33275 -0.76541 -1.92104 -3.314 -1.624 -4.585
H -3.14710 -0.84320 3.56021 0.295 -0.140 0.604
H -2.54379 0.09378 0.88970 0.251 -0.570 -0.053
H 1.27028 6.48505 -2.78736 0.410 -0.733 0.322
H -0.29464 -1.01770 -6.08656 0.065 0.281 -0.061
```
Positions in Å, forces in eV/Å.

Calculated values
* energy: -4696.58915 hartree
* frontier orbital gap: 8.266 eV
* charge: +4
* M: 809.2 g mol⁻¹
* ΔE to the lowest compared entry with this formula, charge and spin: 0.0 kJ/mol

These are the Mulliken partial charges, in e, on atoms 1 to 4: -0.172, -0.806, -0.533, 0.160

---

The following is a quantum chemistry calculation of a cluster of 11 separate species, C27H69N20O10Si in total in a non-equilibrium geometry, from OMol25.

```
127
Properties=species:S:1:pos:R:3:forces:R:3
N -5.55404 -2.64834 0.35817 0.009 0.015 0.215
H -1.39512 -2.15665 -3.94137 0.060 0.274 0.283
N 1.63923 -2.94856 3.02627 0.314 0.153 0.231
H -2.26608 0.18049 -4.61581 0.179 -0.257 0.247
H -1.33834 -5.15174 7.36599 0.030 0.022 -0.003
H -2.69016 2.35896 3.33323 0.004 0.086 -0.021
H -5.49458 -1.91244 1.03802 0.037 0.021 -0.058
H -3.40235 -0.85515 -1.21897 0.036 0.380 -0.233
C 0.66340 0.46746 -5.52278 1.121 -0.097 0.360
C -3.92853 3.93686 -1.70981 -0.840 0.870 0.586
H 4.53675 0.74661 -4.94587 -0.336 0.040 -0.328
H 3.09948 -0.19671 -3.20702 -0.102 0.055 -0.300
O -6.78034 -1.30825 -0.99662 -0.035 -0.119 0.009
H 4.16072 4.97871 6.13215 -0.043 0.003 -0.006
N 4.54607 -6.12152 0.19500 0.197 -0.176 -0.080
O 0.25870 -4.44785 5.60539 0.076 0.009 -0.205
H -4.73162 3.37255 -2.22473 0.302 0.281 -0.040
H -0.66325 -3.68281 -6.05307 -0.023 0.023 -0.013
C -2.02422 3.84686 4.64617 0.031 0.195 -0.457
H 5.10372 -0.67260 -9.43548 0.018 0.024 -0.001
N -1.80629 4.68836 3.61232 0.047 0.141 0.325
C 1.48628 1.02785 -6.53684 0.409 -0.330 0.817
H -1.77996 2.59694 -0.74588 -0.285 -0.179 0.085
H -2.06018 1.46473 -2.51706 -0.243 -0.192 0.305
H -0.18425 0.28031 -0.50525 -0.022 0.169 -0.315
C 2.60809 -2.95364 10.12782 0.004 0.132 -0.049
N -1.96608 8.65969 0.65798 0.165 0.321 0.193
C 6.40958 0.29099 -8.11057 -0.018 -0.009 0.104
H -2.11192 9.11414 -0.22226 -0.102 -0.166 -0.063
H 4.83568 -0.93859 -7.74769 -0.016 0.056 -0.012
H 2.54509 -2.00442 8.33775 -0.034 0.014 0.033
N -0.61153 -1.97139 -8.76020 0.053 0.117 -0.235
H 1.43177 0.63409 -1.12510 -0.364 -0.049 -0.080
N 7.09894 0.86335 -9.14396 0.150 0.109 -0.084
H -2.20583 0.23878 0.44750 -0.047 0.392 -0.305
H -3.64077 4.21628 0.40603 -0.285 -0.219 -0.296
H -2.69403 1.96185 5.01563 0.010 0.038 -0.007
H 3.54932 1.56347 -7.10664 -0.347 -0.076 0.079
C -2.52454 -0.31442 -3.66750 -0.839 -0.271 0.583
C -2.99637 0.87793 0.00782 -0.241 -0.051 -0.122
N 3.41705 4.67512 6.73194 0.314 -0.002 0.019
H -1.44869 5.60600 3.81537 0.077 -0.001 -0.219
C 1.21674 -0.00153 -4.27845 0.654 0.518 -1.388
H 0.33136 6.57110 -0.14136 -0.081 -0.035 0.000
C -1.47009 -1.35126 -3.18246 -0.119 0.452 -0.484
H -3.33937 6.02315 -1.53138 -0.307 -0.103 -0.008
H -2.99437 3.79241 -2.29261 -0.112 -0.385 0.381
H -1.85301 -1.84275 -2.26903 0.229 0.192 -0.252
H -0.40990 0.40622 -5.71309 0.253 0.036 0.166
H -0.44905 7.73980 -1.14710 -0.162 -0.090 -0.019
C -0.93050 -3.02470 -7.94879 -0.044 -0.003 0.030
H -0.82432 -4.51821 1.72790 0.054 0.023 -0.029
H 6.87286 0.72267 -10.10962 -0.029 -0.017 0.018
H -3.70132 1.39050 -3.12570 0.431 -0.041 0.176
H 0.09168 1.58752 -1.74724 -0.147 -0.390 0.232
N 1.84297 -4.91246 7.16223 0.229 -0.130 -0.527
N 1.16567 4.30701 7.07756 -0.165 -0.010 -0.007
C 0.55996 -4.83130 6.73267 0.115 -0.029 0.127
N 3.08710 -2.81006 11.39677 0.008 -0.119 0.147
N -0.37690 -5.20168 7.64686 -0.286 -0.105 -0.054
H -3.45726 -0.88120 -3.86771 0.354 0.201 -0.094
C 2.88836 1.13187 -6.35360 -0.391 -0.407 0.799
N -0.44498 -2.93064 -6.67982 0.111 -0.114 0.269
H -3.83543 0.81782 0.73104 0.329 -0.028 -0.209
Si 0.26851 -0.71895 -2.78786 0.079 -0.314 0.594
H -4.71814 2.83004 0.07645 0.033 0.387 -0.220
H -0.06598 -1.18474 -8.45950 -0.020 -0.028 0.080
N -6.29414 -3.41174 -1.68863 -0.081 -0.134 -0.155
H -2.20227 2.62278 0.96015 0.080 -0.278 -0.386
O -1.81381 4.14762 5.82054 0.149 -0.128 0.196
H 2.89333 -4.20268 0.24453 -0.075 -0.005 0.010
H 3.40980 -1.11330 9.54137 -0.014 -0.005 0.024
H 0.20958 4.32797 6.75329 -0.179 -0.012 -0.161
N -0.11680 -4.27249 2.39431 -0.143 -0.301 -0.036
H -5.86165 -4.30246 -1.53800 0.033 0.029 0.016
H -2.52558 8.92911 1.44473 -0.075 -0.114 -0.051
N 2.97057 -4.71127 1.10670 0.085 -0.189 0.021
H -1.98036 4.44232 2.65454 -0.015 0.093 -0.022
H 1.29513 -3.04192 -2.84437 0.229 0.233 0.249
C -2.59973 2.37102 -0.04947 -0.552 0.240 0.938
H -6.79133 -3.24898 -2.54423 0.032 0.032 0.015
H 3.63484 4.35417 7.65497 -0.046 0.013 0.005
O 1.91215 5.12662 5.09782 0.156 -0.005 0.045
H -0.04484 -4.79211 3.25399 -0.009 0.200 0.124
H 2.21725 -1.87956 -1.75340 -0.128 -0.354 -0.265
H 2.26384 -2.18592 2.83665 -0.063 0.010 -0.024
C -2.91578 0.78908 -2.63956 -0.036 -0.520 -0.646
O -0.91500 7.10793 1.93052 0.058 -0.025 0.171
C -3.51766 0.24090 -1.32019 -0.086 0.332 0.388
H 0.09603 -2.15614 -6.33491 -0.043 0.044 -0.050
O -1.59687 -3.97134 -8.33404 0.061 0.052 -0.020
H 2.40282 -4.42589 1.89227 0.512 -0.165 -0.323
C 1.23413 -2.22163 -2.11282 -0.606 0.336 0.242
H -5.10695 -3.52421 0.54765 0.017 0.010 -0.045
H 7.87180 1.45606 -8.90501 -0.028 -0.011 0.014
H 4.50063 -5.64332 -0.68426 -0.048 0.029 0.026
C -3.81400 3.35881 -0.26647 1.547 -0.481 -0.295
N 5.36552 -0.50531 -8.48310 -0.119 -0.148 0.070
O 6.70583 0.48062 -6.94427 -0.012 0.014 -0.064
N 2.88955 -1.92806 9.27820 -0.002 -0.008 -0.183
H -4.73387 5.74563 -2.61275 0.180 0.096 0.344
C -6.24752 -2.38059 -0.78923 0.008 0.173 -0.018
H -0.95159 -2.00011 -9.70282 -0.025 -0.005 0.036
H 2.89395 -3.54978 12.04601 -0.004 0.019 -0.017
C 0.70028 -3.23459 2.07923 -0.706 0.390 0.265
H 5.16839 -6.90101 0.29548 -0.021 0.022 0.011
O 3.87562 -6.37636 2.34884 0.059 -0.017 -0.054
H -4.60660 0.40963 -1.35515 0.364 -0.075 -0.068
C 3.79824 -5.77234 1.28770 -0.148 0.126 0.028
N -0.33609 7.31151 -0.24900 0.349 0.061 0.022
H 2.56053 -4.64391 6.51485 -0.013 -0.125 -0.033
C 2.14061 4.72988 6.22342 -0.277 -0.013 -0.013
C 2.63411 0.12366 -4.14371 -0.532 0.275 -0.502
N -2.50916 2.62210 4.28496 -0.083 -0.355 0.191
H 1.02480 1.40650 -7.45390 0.163 -0.138 0.294
H 1.35225 3.97962 8.00513 0.060 0.024 -0.010
C -1.06066 7.66006 0.85238 -0.272 -0.118 -0.175
O 1.96851 -3.93266 9.77416 0.008 -0.118 0.381
H -0.15211 -5.50681 8.57498 0.104 0.133 0.019
O 0.60885 -2.60687 1.03411 0.127 -0.086 0.061
C -4.30757 5.46493 -1.61726 0.113 -0.610 -0.702
H 0.67694 -2.56643 -1.21124 0.386 0.139 -0.604
H 2.10325 -5.21139 8.08239 -0.085 0.261 0.142
H 3.61220 -2.01495 11.70654 -0.015 0.014 -0.037
C 3.46414 0.67618 -5.14621 -1.052 -0.182 0.130
C 0.36197 0.57468 -1.41030 0.616 0.060 -0.253
H 1.72615 -3.45549 3.89230 -0.340 0.053 0.066
```
Positions in Å, forces in eV/Å.

Calculated values
* energy: -3207.57177 hartree
* frontier orbital gap: 2.322 eV
* charge: -1
* M: 862.1 g mol⁻¹
* ΔE to the lowest compared entry with this formula, charge and spin: 0.0 kJ/mol

These are the Mulliken partial charges, in e, on atoms 1 to 4: -0.389, 0.286, -0.333, 0.187